Entry 1:
{
  "formula": "C22H32F6NO10PS",
  "method": "ωB97M-V/def2-TZVPD",
  "e_homo_ev": -7.969,
  "total_charge": 0,
  "lumo_ev": 0.1,
  "orbital_gap_ev": 8.09,
  "symbols": ["C", "P", "H", "H", "F", "H", "O", "O", "H", "C", "C", "H", "C", "H", "H", "H", "H", "O", "F", "C", "C", "H", "C", "C", "O", "C", "F", "H", "F", "C", "H", "C", "H", "H", "H", "H", "H", "C", "O", "H", "O", "H", "H", "C", "H", "C", "H", "H", "H", "N", "H", "H", "C", "H", "C", "C", "C", "H", "C", "C", "S", "C", "H", "H", "F", "H", "O", "O", "C", "H", "O", "F", "O"],
  "coordinates": [[-3.165772, 4.709787, -0.636011], [-0.913083, -2.150342, -2.263531], [-3.420876, 6.505224, 6.510068], [-1.366963, 4.253755, 6.803037], [-4.749579, 3.085003, 3.908586], [-3.945952, 5.551362, -0.665104], [1.575114, 4.564658, -4.865900], [2.021156, 6.212463, -2.831264], [1.646101, 1.146813, -2.212024], [3.663608, -8.532051, 1.052153], [-0.044217, -0.777679, -1.257933], [3.462670, -10.680116, 1.061296], [-2.399535, 2.715272, -1.386915], [1.793197, -1.129524, -3.924330], [0.222405, -0.128790, -4.348009], [3.827205, 3.860425, -1.901575], [4.579253, -8.519310, 0.457799], [-2.873885, 5.965625, 3.908885], [0.325936, -8.745174, -1.281197], [3.543270, -9.857400, 1.776709], [-1.131124, 2.739815, -0.568944], [-3.579978, 5.128625, 7.588556], [-0.064886, 1.543852, -0.709934], [0.779019, -1.113265, -4.443280], [2.573844, -8.356946, 0.132841], [-0.186555, -2.309311, -3.999478], [-4.572551, 4.488556, 2.289239], [-1.219595, 5.591513, 5.672329], [-0.863276, -7.556872, 0.063393], [-2.852608, 5.774851, 7.090092], [-2.528495, 1.788240, -2.052102], [0.335784, -4.001698, -0.327407], [0.206999, -4.903621, 0.360309], [3.722123, -7.694564, 1.751883], [-1.834737, -3.947704, -0.824059], [4.411921, -10.028622, 2.415185], [3.199511, 2.631672, -3.165390], [-0.852950, -3.816862, -1.381533], [-0.839720, 0.346019, -0.935820], [-1.081302, -2.294115, -4.722320], [0.643687, 1.517977, 0.559514], [0.330339, -3.318612, -4.190488], [0.930406, 4.160792, -1.768804], [-1.996563, 4.939083, 0.309716], [-1.946239, 5.880639, 0.943441], [-3.111701, 4.813304, 4.153947], [0.379424, -3.092554, 0.373990], [2.138104, 3.933667, -5.382477], [0.186095, 2.213440, -2.800017], [-3.468406, 3.635909, -1.496008], [1.365181, -4.072913, -0.812942], [0.048806, 4.005354, 1.049508], [-1.939685, 4.958881, 6.197483], [-2.275823, 6.307732, 7.848345], [2.946876, 3.568888, -2.579101], [1.428021, -7.884700, 0.660210], [0.892376, 1.951306, -1.931710], [-0.789822, -4.704278, -2.111721], [0.376860, -7.701754, -0.430471], [1.694581, 3.318875, -1.609153], [2.580192, 5.055540, -3.619690], [-3.869458, 3.855571, 3.239452], [1.987832, 3.369772, -0.512586], [2.645385, -9.886822, 2.397801], [-3.043740, 3.012806, 2.591705], [0.980170, -1.257824, -5.565162], [3.894776, 5.533893, -4.203224], [-2.706815, 4.175872, 5.269461], [-0.860445, 3.897245, 0.390171], [0.119587, 0.946128, 1.169183], [1.277158, -7.616507, 1.821278], [0.621913, -6.608433, -1.180492], [1.139444, -0.967837, -0.919457]],
  "atomic_forces_ev_per_a": [[0.468, 0.626, 0.758], [-2.690, -0.029, -0.664], [0.149, 0.010, 0.017], [-0.193, -0.174, -0.243], [0.381, 0.415, 0.247], [1.274, -1.364, 0.151], [1.447, -0.229, 1.620], [-0.204, -4.249, -1.882], [-1.186, 0.830, 0.447], [0.618, -0.225, 0.452], [3.132, -1.482, 0.580], [0.141, 0.096, 0.018], [0.659, -0.389, 0.024], [-1.533, 0.175, -0.424], [0.908, -1.052, 0.122], [-1.143, -0.128, -1.525], [-0.287, 0.051, -0.210], [-0.403, -0.695, -0.371], [0.333, 0.132, 0.462], [-0.334, -0.162, 0.015], [-1.585, 1.831, 0.702], [0.169, -0.007, 0.029], [-0.447, 2.516, 0.782], [-0.220, -0.629, -0.890], [-0.930, 0.464, -0.211], [0.989, 0.015, -1.044], [0.376, 0.340, 0.567], [-0.235, -0.069, -0.144], [0.662, -0.026, 0.290], [-0.342, 0.072, -0.114], [0.242, 1.473, 1.120], [0.279, 0.659, 0.833], [-0.043, 1.212, -1.093], [-0.260, -0.056, -0.111], [1.153, 0.391, -0.785], [-0.037, 0.054, -0.067], [-0.247, 1.448, 0.318], [1.199, -1.198, 1.168], [2.239, -1.117, -0.778], [1.200, 0.005, 1.303], [-0.803, -0.958, -1.162], [-0.623, 1.450, 0.579], [1.254, -1.068, 0.374], [0.837, -2.828, -1.548], [-0.251, -1.394, -1.028], [1.009, 0.718, 1.292], [-0.073, -1.285, -1.067], [-0.533, 0.681, 0.295], [1.075, -0.775, 1.120], [4.983, 0.550, 3.473], [-1.454, 0.101, 0.478], [-1.308, -0.256, -0.950], [0.325, 0.373, 0.604], [0.002, -0.064, -0.067], [-0.876, -0.370, 1.717], [1.574, -0.281, 0.952], [0.276, 0.611, 0.208], [-0.180, 1.663, 0.660], [-1.424, -0.002, -1.320], [-1.228, -0.029, -0.155], [3.799, 5.205, -0.141], [-1.203, -1.212, -1.302], [-0.123, -0.218, -1.505], [0.116, 0.090, 0.032], [0.253, 0.317, 0.497], [-0.226, 0.286, 1.575], [-3.283, -2.563, 0.711], [-0.338, -0.094, -0.976], [-4.308, 0.088, -3.027], [0.465, 0.649, -0.692], [-0.485, 0.018, -0.766], [0.366, -0.512, 0.263], [-3.313, 1.571, -0.595]],
  "lowdin_charge": [-0.145, 1.002, 0.078, 0.126, 0.158, 0.109, -0.190, -0.315, 0.113, -0.205, -0.518, 0.084, -0.075, 0.077, 0.065, 0.128, 0.126, 0.159, 0.160, -0.062, -0.084, 0.084, -0.444, -0.180, 0.023, -0.432, 0.156, 0.126, 0.161, -0.062, 0.121, -0.182, 0.060, 0.126, 0.072, 0.083, 0.114, -0.415, -0.038, 0.074, -0.010, 0.085, 0.106, -0.040, 0.098, -0.370, 0.069, 0.098, 0.138, 0.046, 0.083, 0.112, -0.206, 0.083, -0.204, -0.373, -0.080, 0.081, -0.518, -0.195, 0.722, -0.524, 0.121, 0.078, 0.153, 0.077, -0.365, 0.023, 0.023, 0.132, 0.167, 0.131, 0.020]
}

Entry 2:
{
  "formula": "C16H12FeN2O3",
  "method": "ωB97M-V/def2-TZVPD",
  "e_homo_ev": [-5.869, -7.540],
  "spin_multiplicity": 5,
  "total_charge": 0,
  "lumo_ev": [0.5, -3.5],
  "orbital_gap_ev": [6.37, 4.07],
  "symbols": ["H", "C", "H", "C", "C", "Fe", "C", "N", "C", "H", "C", "C", "C", "C", "H", "H", "H", "C", "H", "N", "H", "H", "H", "C", "C", "O", "H", "O", "H", "C", "O", "C", "C", "C"],
  "coordinates": [[-1.108973, -0.651262, -1.134118], [-6.431665, -3.694451, 3.413609], [-2.448107, -0.449799, 1.126311], [-0.511454, 1.331235, -0.546999], [1.999189, 1.094259, 2.159731], [0.714918, 0.413159, 0.940815], [-4.203266, -2.857446, 3.534349], [-2.452423, -3.972562, 4.400121], [-0.517844, 1.869310, 1.901312], [-5.838225, -1.753318, 2.709782], [1.161769, -1.355921, 1.334618], [-5.533428, -2.675277, 3.169512], [-0.962243, 0.043621, -0.302781], [-0.970467, 0.598059, 2.217043], [-7.465285, -3.567001, 3.136546], [-1.089939, -2.404918, 4.004424], [-6.752657, -5.663286, 4.184380], [-4.715196, -5.084443, 4.386131], [-1.151353, 0.322318, 3.259117], [-3.096423, -2.053954, 3.416869], [-0.290112, 1.644822, -1.571735], [-4.393270, -5.998561, 4.850801], [-1.015335, -1.422248, 1.341792], [-3.796096, -4.069026, 4.149368], [2.001761, 0.522884, -0.449388], [2.752058, 0.604808, -1.301986], [0.046645, 3.265466, 0.311876], [1.373553, -2.447502, 1.578742], [-0.307087, 2.586234, 2.700519], [-6.028635, -4.884592, 4.011537], [2.748783, 1.525177, 2.900575], [-0.291342, 2.253160, 0.534178], [-2.108079, -2.770101, 3.947176], [-1.338070, -0.386640, 1.111973]],
  "atomic_forces_ev_per_a": [[-0.009, 0.193, 0.445], [0.285, 2.429, -0.981], [0.237, -0.134, 0.092], [-1.235, 0.434, 0.390], [1.562, 0.698, 1.474], [2.612, -0.927, 0.234], [1.999, 2.065, -0.505], [-0.847, -2.091, 0.726], [-1.258, 0.190, -0.536], [-0.148, 0.197, -0.121], [0.483, -1.447, 0.305], [-1.440, -0.053, -0.287], [-0.181, 0.161, -0.660], [-0.254, 0.437, 0.538], [-0.137, 0.058, -0.056], [-0.041, -0.008, -0.007], [-0.094, -0.133, 0.044], [-1.087, -0.862, 0.139], [-0.004, -0.025, -0.489], [-2.321, 1.030, -0.910], [0.011, -0.129, 0.404], [0.016, -0.224, 0.097], [-0.438, 0.495, -0.117], [2.770, -0.250, 0.728], [1.576, 0.000, -1.621], [-0.218, 0.003, 0.161], [-0.031, -0.372, 0.084], [0.158, -0.153, 0.049], [0.022, -0.294, -0.305], [1.699, -1.636, 1.069], [-0.210, -0.065, -0.140], [-0.735, 1.256, -0.312], [-0.616, -0.518, 0.070], [-2.125, -0.326, 0.000]],
  "lowdin_charge": [0.120, -0.055, 0.130, -0.187, -0.085, 0.013, -0.213, 0.108, -0.183, 0.113, -0.120, 0.001, -0.136, -0.139, 0.110, 0.118, 0.111, 0.002, 0.111, 0.114, 0.127, 0.114, 0.084, -0.221, -0.085, 0.155, 0.106, 0.145, 0.128, -0.053, 0.155, -0.159, -0.188, -0.241]
}

Entry 3:
{
  "formula": "C10H16AsI2N2O4Pd",
  "method": "ωB97M-V/def2-TZVPD",
  "e_homo_ev": -3.677,
  "total_charge": -1,
  "lumo_ev": 1.9,
  "orbital_gap_ev": 5.61,
  "symbols": ["C", "I", "H", "H", "Pd", "O", "H", "N", "C", "I", "H", "H", "H", "H", "H", "O", "C", "H", "C", "H", "C", "O", "O", "C", "H", "C", "H", "C", "H", "N", "H", "As", "H", "H", "C", "C"],
  "coordinates": [[4.659522, 2.870491, -0.219632], [-0.509784, -3.212176, -0.306825], [5.302343, 0.273636, 0.044607], [4.023235, -2.407515, -0.835030], [0.004553, -0.571184, 0.490242], [0.185859, 2.207091, -0.628254], [-1.108187, -1.262054, 4.602479], [4.313292, 0.407718, -0.090071], [-0.245563, -0.600040, 4.528341], [-2.655811, -0.358170, -0.485676], [2.501357, -2.419396, 0.073536], [0.656151, -1.179566, 4.726137], [1.252986, 1.867641, 4.102478], [-0.333148, 0.190682, 5.277538], [-1.572551, 2.092499, 1.975383], [4.079651, 3.972526, -0.449196], [2.425238, 1.444528, -0.407352], [2.854375, 3.765914, -0.535216], [1.372580, 2.477424, -0.595583], [1.348988, 2.207123, 2.363380], [3.777222, 1.645864, -0.264802], [5.857553, 2.658333, -0.001819], [1.812587, 3.703355, -0.725079], [3.311919, -0.505988, -0.139563], [2.300763, 0.889928, 3.050326], [-1.586086, 1.504145, 2.893177], [4.039306, -2.212196, 0.928292], [-2.525537, -2.462878, -0.036976], [-2.791408, -2.605140, 1.002170], [2.155504, 0.085694, -0.314281], [-2.549359, 0.999444, 2.969288], [-0.135085, 0.201460, 2.725395], [-1.451433, 2.163077, 3.754323], [-3.178568, -3.006099, -0.709850], [3.491427, -1.973921, 0.014979], [1.348406, 1.416451, 3.111633]],
  "atomic_forces_ev_per_a": [[0.438, -0.463, -0.219], [-0.715, 0.108, -0.029], [0.034, 0.008, 0.009], [0.028, 0.009, 0.025], [0.610, -0.080, 0.336], [-0.081, -0.403, 0.023], [-0.005, -0.003, -0.044], [0.123, -0.178, -0.047], [-0.054, 0.115, -0.002], [-0.035, -0.597, -0.073], [-0.009, -0.010, 0.044], [0.008, -0.008, -0.044], [-0.026, -0.007, -0.002], [0.005, -0.034, 0.009], [-0.016, 0.025, 0.011], [1.556, 0.088, 0.473], [0.246, -0.476, 0.112], [0.193, 0.612, -0.385], [-0.408, 0.646, -0.152], [0.000, 0.007, -0.073], [-0.303, 0.392, 0.083], [-0.116, 0.073, 0.028], [-1.620, -0.687, 0.093], [-0.163, 0.029, 0.111], [-0.034, -0.056, -0.036], [0.046, 0.110, 0.122], [0.009, -0.031, -0.011], [0.279, 0.238, -0.294], [0.081, 0.033, 0.027], [-0.192, 0.513, -0.181], [0.024, -0.052, -0.023], [0.000, -0.035, -0.061], [0.003, -0.024, 0.002], [-0.016, -0.017, 0.035], [0.080, 0.026, -0.026], [0.031, 0.131, 0.158]],
  "lowdin_charge": [-0.577, 0.701, 0.159, 0.077, -0.279, 0.004, 0.006, 0.164, -0.338, 0.751, 0.013, 0.010, 0.018, 0.012, 0.009, 0.041, -0.129, -0.044, -0.542, 0.017, -0.087, 0.002, 0.083, -0.377, 0.017, -0.340, 0.078, -1.102, -0.047, 0.100, 0.007, 0.966, 0.018, -0.057, -0.020, -0.314]
}